1.
Formula: C14H24N4O4S
Source: the Open Molecules 2025 dataset
Level of theory: wB97M-V/def2-TZVPD

## Properties
Multiplicity: 1
Energy above the lowest of the compared OMol25 structures with the same formula, charge and spin: 3.2 kcal/mol
SMILES: CC(C)(C)OC(=O)NCCCCCc1nnc(SCC(N)=O)o1
Calculated total energy: -39894.52837 eV
Orbital gap: 9.713 eV

Positions of all 47 atoms, in Å:
1 O 0.7647 0.5651 0.2224
2 C -0.7077 -3.1332 -0.6043
3 H -3.6453 -3.1968 1.2240
4 C -2.8543 -3.6243 0.6136
5 C -3.4322 -0.7790 -0.0685
6 O -2.4163 -1.5237 -0.5414
7 O -3.8956 -0.8106 1.0457
8 H -3.1121 3.6948 0.6272
9 H -3.4351 2.0474 1.1696
10 H -0.6966 -2.7300 2.1077
11 C 0.5927 1.8757 0.5552
12 O 6.1479 -1.1177 0.2676
13 C -3.1447 2.6510 0.3080
14 H -1.4262 2.8818 -0.9741
15 C -1.2171 -1.9560 1.5510
16 C 2.0577 0.5262 -0.1506
17 H -3.3977 0.0098 -1.9389
18 H -0.6263 3.3909 1.3259
19 H -1.1290 -3.5079 -1.5334
20 H 0.0236 -2.3637 -0.8395
21 H 4.2608 0.5420 -1.7329
22 H -5.2877 0.8746 0.1549
23 C 4.3892 -0.3971 -1.1988
24 H 4.7542 -1.1796 -1.8626
25 H 5.8288 1.0836 1.4260
26 H -2.3839 -4.4353 1.1621
27 N -3.8831 0.0350 -1.0565
28 C -4.2004 2.4876 -0.7912
29 C -1.8142 -2.5559 0.2788
30 S 2.7359 -0.9657 -0.6776
31 H -1.7527 1.2099 -0.4987
32 H 4.4914 1.5664 0.4101
33 N 1.6798 2.5474 0.3924
34 C -4.8331 1.0916 -0.8145
35 N 2.6261 1.6929 -0.0585
36 H -5.0072 3.2039 -0.6286
37 H -2.0021 -1.5369 2.1741
38 C -0.7310 2.3572 0.9979
39 H -0.5089 -1.1728 1.2927
40 H -1.0693 1.7436 1.8363
41 H -0.2069 -3.9458 -0.0875
42 H -5.6098 1.0551 -1.5855
43 H -3.7554 2.7056 -1.7648
44 H -3.2903 -4.0214 -0.3007
45 C -1.7456 2.2418 -0.1476
46 N 5.2497 0.9248 0.6175
47 C 5.3550 -0.2521 -0.0202

Atoms 1-3, force components in eV/Å:
0.1 -0.1 -0.1
-0.4 0.3 0.1
0.0 0.0 0.0

***

2.
Formula: C12H15I2N6PPd
Source: the Open Molecules 2025 dataset
Level of theory: wB97M-V/def2-TZVPD

## Properties
Multiplicity: 1
Energy above the lowest of the compared OMol25 structures with the same formula, charge and spin: 14.7 kcal/mol
Calculated total energy: -50582.60685 eV
Orbital gap (spin up / spin down): 6.096 / 6.087 eV
Net charge: +2

Positions of all 37 atoms, in Å:
1 C -3.5544 1.3607 0.0121
2 H -2.0940 -2.9227 1.1026
3 Pd 1.8574 1.2850 1.0852
4 C 0.8365 -2.6749 2.3888
5 H -3.8176 0.3999 0.4477
6 C -0.1657 -0.7312 -3.6299
7 C -1.1080 -3.3545 0.9497
8 N 1.1871 -0.6495 1.5868
9 H -0.2247 3.7997 2.1106
10 I 5.3829 -0.1204 2.1787
11 C 0.1630 -1.1808 0.9243
12 I 4.2276 2.2724 2.2445
13 N 0.7818 -0.0511 -2.7437
14 H 2.3133 0.4479 -4.1551
15 H -0.3089 -1.7604 -3.3099
16 H 0.2471 -0.7275 -4.6338
17 H 3.4918 1.5388 -1.9210
18 H -1.0250 -4.2627 1.5384
19 H -4.3146 2.0888 0.2769
20 N -0.1467 1.9338 1.0458
21 N 1.7113 0.8112 -0.9665
22 P -0.7838 -0.3789 -0.4159
23 H 2.4431 -1.3745 3.1695
24 H -0.9665 -3.5989 -0.1002
25 H -1.1181 -0.2069 -3.6370
26 C -0.7565 3.0422 1.5616
27 C 1.6208 -1.5646 2.5013
28 H -3.5051 1.2786 -1.0710
29 C -1.0769 1.2069 0.4337
30 H -2.8934 3.6508 1.4749
31 C -2.0833 2.9782 1.2522
32 C 0.6433 0.1594 -1.4177
33 N -2.2713 1.8248 0.5447
34 C 2.5522 1.0236 -2.0206
35 C 1.9758 0.4861 -3.1338
36 H 0.8502 -3.6067 2.9272
37 N -0.0706 -2.4227 1.3986

Atoms 1-3, force components in eV/Å:
0.0 0.0 0.0
0.0 0.0 0.0
1.6 -0.2 -1.8

***

3.
Formula: C6H11N5PZr
Source: the Open Molecules 2025 dataset
Level of theory: wB97M-V/def2-TZVPD

## Properties
Multiplicity: 1
Calculated total energy: -24405.45106 eV
Orbital gap: 5.730 eV
Net charge: +1

Positions of all 24 atoms, in Å:
1 C 2.2288 0.3480 -2.5191
2 C 1.7447 -0.4904 -3.5420
3 H 2.0305 1.4240 -0.6264
4 N -0.2097 -0.0753 2.4815
5 C 1.5971 0.7150 -1.3388
6 H -2.2086 -2.2290 1.2248
7 H 3.2076 0.8089 -2.6706
8 H -0.2873 1.2564 5.4520
9 H 0.2265 -1.6666 -4.4733
10 Zr -0.1543 -0.2175 -0.6462
11 H -1.4984 -1.5093 -2.7756
12 P -2.3566 -1.3792 0.0863
13 C 0.4761 -1.1004 -3.5681
14 H -2.9441 -2.2231 -0.9054
15 H 2.3857 -0.6216 -4.4174
16 N -0.3028 0.5297 4.7659
17 N -0.0953 0.8481 3.4664
18 H -0.5298 -0.4145 5.0194
19 C 0.1755 1.9778 1.7401
20 H -3.4192 -0.4981 0.4583
21 H 0.3135 2.7296 0.9688
22 C -0.5171 -1.0424 -2.6046
23 N 0.0160 0.6929 1.3552
24 N 0.1211 2.1372 3.0689

Atoms 1-3, force components in eV/Å:
0.7 0.1 -0.9
0.4 0.6 0.5
0.7 0.1 -0.6

***

4.
Formula: C3H6I2O
Source: the Open Molecules 2025 dataset
Level of theory: wB97M-V/def2-TZVPD

## Properties
Multiplicity: 1
Energy above the lowest of the compared OMol25 structures with the same formula, charge and spin: 93.3 kcal/mol
Calculated total energy: -21452.90665 eV
Orbital gap (spin up / spin down): 7.200 / 7.377 eV

Positions of all 12 atoms, in Å:
1 C 1.0083 0.0124 -1.1606
2 H 0.5292 0.8464 1.5269
3 H 1.1638 0.7304 -1.8835
4 I 2.7778 -0.6075 0.0242
5 H -0.8379 2.1319 1.0019
6 C -0.1235 0.4119 -0.3390
7 I -1.8091 -0.7404 -0.2327
8 H 0.6554 -0.9747 -1.5350
9 H 0.9678 2.0996 0.2999
10 C 0.0945 1.4367 0.6971
11 O -2.3706 -2.3335 1.1100
12 H -2.0558 -3.0132 0.4910

Atoms 1-3, force components in eV/Å:
-1.5 -3.9 1.9
-0.3 0.9 0.3
1.1 1.4 -1.5

***

5.
Formula: C3H2IN3
Source: the Open Molecules 2025 dataset
Level of theory: wB97M-V/def2-TZVPD

## Properties
Multiplicity: 1
Energy above the lowest of the compared OMol25 structures with the same formula, charge and spin: 47.1 kcal/mol
Calculated total energy: -15689.78944 eV
Orbital gap: 9.505 eV
Net charge: +2

Positions of all 9 atoms, in Å:
1 N 1.2467 -0.1357 -0.8461
2 C -2.0730 -0.1389 0.8925
3 H -0.8920 1.5542 0.8386
4 C 1.3368 0.4275 0.1731
5 I 1.7330 1.4076 1.8531
6 C 1.2070 -0.9416 -1.8340
7 H -2.4192 -1.1883 1.0557
8 N -1.3886 0.7001 0.5803
9 N 1.2492 -1.6849 -2.7132

Atoms 1-3, force components in eV/Å:
0.2 2.1 3.7
-0.6 -3.3 -0.1
-0.2 0.2 -0.6

***

6.
Formula: C11H27F5N6O3S2Tc
Source: the Open Molecules 2025 dataset
Level of theory: wB97M-V/def2-TZVPD

## Properties
Multiplicity: 2
Calculated total energy: -64372.63036 eV
Orbital gap (spin up / spin down): 7.130 / 7.289 eV
Net charge: +2

Positions of all 55 atoms, in Å:
1 F -2.7122 -0.4907 -1.3509
2 C 2.7803 1.2939 -0.3444
3 H -1.8054 1.0925 -1.9610
4 H -0.9292 3.6526 0.5016
5 H -0.4313 3.3117 2.9306
6 C 0.1118 -2.7939 3.3337
7 N 0.7295 -3.1684 -0.9668
8 F -2.0957 -2.7177 0.1292
9 C -0.9202 2.9440 -1.8945
10 H 0.6709 -4.1756 -0.9846
11 O 2.0268 -2.3560 1.6131
12 O 1.3751 -0.5160 3.1390
13 S 0.3240 -0.6925 -1.9934
14 H 1.1044 -2.7521 -0.1311
15 H 2.3014 -0.5852 0.3514
16 H 0.1142 -3.7607 2.8322
17 C -2.8046 -1.6884 0.6027
18 C 0.0811 3.4488 0.8574
19 H -0.5455 0.7924 2.6580
20 H 0.5641 4.4160 1.0254
21 N -0.7719 1.4620 1.9205
22 N -0.2359 -3.0576 -3.0293
23 C 0.5294 3.0666 -1.5573
24 Tc -0.2780 0.3556 0.0778
25 N -1.4364 1.7135 -1.2465
26 F -2.7039 -1.6353 1.9325
27 H 0.9980 2.3964 2.4985
28 H -1.0243 2.8784 -2.9747
29 C -2.3112 -0.3715 -0.0445
30 H 0.6488 -2.8435 4.2817
31 H 2.7376 3.4215 -0.5616
32 C 2.2622 2.6427 0.0371
33 N 0.7956 2.6637 -0.1665
34 H 0.8688 4.0911 -1.7461
35 O -0.0896 -1.1971 1.3236
36 H 2.4959 2.8489 1.0817
37 F -4.0801 -1.8709 0.2901
38 C -0.2552 -4.5114 -3.2277
39 H 0.7515 -4.8983 -3.3897
40 H 1.1117 2.4041 -2.1973
41 H -2.2559 1.9465 -0.6905
42 H -0.7091 -5.0101 -2.3717
43 H 3.8368 1.1827 -0.1074
44 N 1.9549 0.3703 0.4281
45 H -0.9017 -2.4218 3.4862
46 H -1.7682 1.6457 1.9931
47 S 0.9855 -1.6526 2.3334
48 H -0.5773 -2.4670 -3.7664
49 C 0.0084 2.6912 2.1537
50 H 2.6493 1.0970 -1.4080
51 F -3.1093 0.6218 0.5036
52 H -0.8561 -4.7297 -4.1021
53 H 2.0493 0.5672 1.4274
54 C 0.2461 -2.4543 -1.9621
55 H -1.5052 3.7990 -1.5675

Atoms 1-3, force components in eV/Å:
-0.3 -0.1 0.0
-0.2 0.0 -0.2
0.0 -0.1 -0.1

***

7.
Formula: C2H3I3O2
Source: the Open Molecules 2025 dataset
Level of theory: wB97M-V/def2-TZVPD

## Properties
Multiplicity: 1
Energy above the lowest of the compared OMol25 structures with the same formula, charge and spin: 18.6 kcal/mol
Calculated total energy: -30518.11194 eV
Orbital gap: 7.705 eV

Positions of all 10 atoms, in Å:
1 H 0.0549 -1.5047 0.9162
2 C -0.4630 -0.1834 -0.1924
3 O -0.6219 -1.4584 0.1740
4 I 2.4979 -0.7244 0.2336
5 I 1.0187 2.5390 0.0451
6 C 0.7075 0.4956 0.6040
7 H -0.7071 -0.5885 -2.1362
8 I -2.8359 0.7692 0.2248
9 H 0.5957 0.6615 1.6073
10 O -0.2469 -0.0059 -1.4762

Atoms 1-3, force components in eV/Å:
-1.4 -1.0 -0.8
-0.1 0.5 0.4
1.1 -0.3 1.7

***

8.
Formula: C26H39IrO6Si
Source: the Open Molecules 2025 dataset
Level of theory: wB97M-V/def2-TZVPD

## Properties
Multiplicity: 6
Calculated total energy: -50588.80173 eV
Orbital gap (spin up / spin down): 4.458 / 5.263 eV
Net charge: -1

Positions of all 73 atoms, in Å:
1 C -0.7336 -1.0661 2.0966
2 C 1.1103 -1.3338 -4.6945
3 H -0.3203 -0.3102 5.1195
4 C 0.4998 -2.6314 -5.2618
5 O 0.3942 0.6829 2.0353
6 H -0.9595 3.5283 3.5233
7 O -1.7114 -1.6230 -8.1755
8 H 3.2663 -2.5354 -2.2387
9 H -0.5054 -2.2182 -2.7346
10 H -2.2055 -5.9419 -5.2795
11 O 0.2107 -0.5270 -1.8034
12 C -0.5457 0.7395 4.9229
13 C -0.6403 -1.9254 -7.4232
14 C 0.0962 3.2974 3.6809
15 C -1.0209 2.0839 1.0256
16 C 2.2465 1.1928 3.8858
17 H -3.6504 -1.1620 -8.4699
18 C -3.0727 -1.7047 -7.7194
19 H -2.7028 -0.1436 1.5215
20 H 0.3006 -3.3352 -4.4404
21 H 3.7850 -0.2724 -2.9030
22 C -1.2412 -0.8745 -5.1880
23 H 0.7016 3.9296 3.0278
24 H 2.4427 1.6120 4.8802
25 H 1.5163 -2.7752 -2.2099
26 H 1.5481 2.4253 -1.1254
27 C -2.4121 -5.5116 -6.2702
28 C -0.8321 -2.1815 -5.8836
29 H 4.1466 -0.8731 -4.5288
30 H -0.1707 -3.1019 -0.4822
31 C 2.2458 -1.4642 -3.7633
32 C -0.5976 -1.1163 -2.7779
33 H 3.0014 0.4621 -4.3255
34 H 0.0525 0.4852 -4.0596
35 H -1.2618 -0.0491 -5.9218
36 H 1.4266 -0.7343 -5.5658
37 C 2.3736 -2.6258 -2.8937
38 C -1.8878 -0.8104 1.2783
39 H -3.2164 -1.2374 -6.7299
40 C 0.6119 2.2592 -0.6252
41 C -0.5360 -2.3752 0.2304
42 H -3.3946 -2.7577 -7.6961
43 H -0.8478 1.9210 -2.2836
44 H -3.4844 -5.2799 -6.3406
45 Ir -0.0683 -0.0264 0.0142
46 H -1.6217 0.8659 4.7587
47 C -0.6563 1.9858 -1.2229
48 H 1.1480 -3.1153 -5.9970
49 H -1.4477 1.9229 2.0441
50 H -2.1257 -6.2161 -7.0547
51 Si 0.4647 1.4564 3.5096
52 H 1.2089 2.4732 1.5252
53 H 2.8749 1.6994 3.1507
54 O -2.6398 -3.3531 -4.7378
55 C 3.3278 -0.4956 -3.8846
56 O -1.6245 -4.3476 -6.4968
57 C 0.4065 2.3978 0.7535
58 C 0.1294 -1.9862 1.4161
59 C -1.8231 -3.3409 -5.6393
60 H -2.4990 -1.7196 -0.6657
61 C -0.1559 -0.5888 -4.1452
62 C -1.6371 1.7772 -0.1902
63 H -0.4904 -0.5590 3.0258
64 H 2.4869 -3.5773 -3.4535
65 H 2.4770 0.1236 3.8903
66 H -2.2308 -0.9608 -4.7393
67 H 0.3439 3.5699 4.7177
68 H -0.2717 1.3036 5.8343
69 H -1.6649 -0.8677 -2.6402
70 H 1.0893 -2.3296 1.7762
71 H -2.6733 1.5353 -0.3277
72 O 0.4658 -1.9329 -7.9159
73 C -1.7711 -1.6396 0.1305

Atoms 1-3, force components in eV/Å:
-0.9 -1.7 1.0
-0.9 0.4 -0.6
-0.2 0.0 0.0

***

In the order shown, the computed molar mass values come out to 344.44 634.50 275.39 311.89 206.97 548.50 439.76 667.89 g mol⁻¹.